Here is C11H26MnN2O4P2S5 as an isolated structure from the OMol25 dataset. Energies are from ωB97M-V with the def2-TZVPD basis set.

Its lowest unoccupied orbital energy (spin up / spin down) is 0.495 / 0.496 eV. The spin multiplicity is 2. For the relative energy (zero: lowest compared OMol25 entry of this formula, charge and spin), the calculation gives 0.0 kJ/mol. The charge is 0. For the HOMO-LUMO gap (spin up / spin down), the calculation gives 8.45 / 8.05 eV.

Last column: Löwdin charge in e.
Cartesian coordinates (Å):
Mn  -0.64  -0.70  -1.40  -0.46
C  2.57  4.53  -1.83  -0.08
C  1.87  3.62  -2.82  -0.28
O  2.15  2.23  -2.57  -0.33
P  1.29  1.39  -1.51  -0.10
S  1.77  -0.51  -1.74  0.44
S  -0.66  1.67  -1.67  0.39
O  1.71  1.96  -0.09  -0.34
C  3.01  1.68  0.48  -0.29
C  2.86  0.72  1.63  -0.08
H  2.47  5.57  -2.15  0.08
H  3.64  4.29  -1.79  0.08
H  2.15  4.42  -0.83  0.07
H  2.21  3.80  -3.84  0.12
H  0.78  3.77  -2.81  0.08
H  3.40  2.65  0.81  0.12
H  3.68  1.29  -0.28  0.10
H  2.22  1.14  2.41  0.08
H  3.84  0.50  2.06  0.08
H  2.40  -0.20  1.28  0.04
C  -3.88  -1.39  3.68  -0.08
C  -3.25  -2.33  2.67  -0.28
O  -3.51  -1.92  1.31  -0.32
P  -2.64  -0.77  0.61  -0.09
S  -3.06  -0.79  -1.31  0.35
S  -0.69  -0.91  0.98  0.39
O  -3.06  0.59  1.32  -0.35
C  -4.36  1.19  1.08  -0.29
C  -4.16  2.49  0.35  -0.08
H  -3.75  -1.79  4.68  0.08
H  -4.96  -1.30  3.49  0.08
H  -3.44  -0.40  3.64  0.07
H  -3.66  -3.33  2.74  0.12
H  -2.17  -2.40  2.82  0.08
H  -4.79  1.34  2.07  0.12
H  -5.00  0.51  0.53  0.10
H  -3.52  3.17  0.92  0.08
H  -5.13  2.98  0.19  0.08
H  -3.70  2.31  -0.62  0.05
S  -0.71  -3.01  -1.95  0.63
C  0.91  -3.37  -1.54  -0.87
N  1.90  -3.68  -2.38  0.03
C  3.21  -3.61  -1.72  -0.14
C  2.82  -3.45  -0.23  -0.13
N  1.37  -3.33  -0.30  0.01
H  1.76  -3.55  -3.37  0.14
H  3.77  -2.75  -2.09  0.10
H  3.79  -4.51  -1.90  0.11
H  3.26  -2.55  0.21  0.10
H  3.12  -4.31  0.36  0.11
H  0.78  -2.94  0.42  0.06

=====

Here is an isolated ion of composition C15H26NO and charge +1 at a distorted geometry from the OMol25 dataset. Energies are from ωB97M-V with the def2-TZVPD basis set.

Its lowest unoccupied orbital energy is -4.457 eV. The spin multiplicity is 1. As for the SMILES: COCCCCCCCCCc1cccc[nH+]1. For the relative energy (zero: lowest compared OMol25 entry of this formula, charge and spin), the calculation gives 284.9 kJ/mol. The charge is +1. For the HOMO-LUMO gap, the calculation gives 7.09 eV.

Last column: Löwdin charge in e.
Cartesian coordinates (Å):
C  4.89  -2.00  -0.10  -0.12
O  4.38  -1.03  0.86  -0.23
C  5.10  0.21  0.67  -0.24
C  4.13  1.45  0.87  -0.17
C  2.99  1.50  -0.24  -0.20
C  1.55  1.87  0.36  -0.18
C  0.45  1.17  -0.54  -0.22
C  -0.60  2.15  -1.20  -0.20
C  -2.05  1.55  -1.39  -0.21
C  -2.10  0.03  -1.78  -0.18
C  -3.59  -0.53  -1.52  -0.11
C  -3.72  -1.08  -0.07  -0.15
C  -4.30  -2.42  0.10  0.04
C  -4.45  -3.01  1.44  0.02
C  -4.00  -2.22  2.60  0.00
C  -3.41  -0.93  2.34  -0.01
N  -3.30  -0.43  1.06  0.12
H  6.01  -1.91  -0.12  0.09
H  4.58  -3.01  0.27  0.09
H  4.50  -1.82  -1.14  0.09
H  6.00  0.27  1.34  0.13
H  5.45  0.21  -0.40  0.12
H  3.66  1.31  1.88  0.11
H  4.73  2.40  0.82  0.12
H  3.27  2.22  -1.06  0.12
H  2.98  0.48  -0.72  0.10
H  1.47  2.99  0.37  0.11
H  1.52  1.40  1.38  0.10
H  -0.03  0.35  0.09  0.10
H  0.97  0.64  -1.39  0.11
H  -0.70  3.03  -0.50  0.11
H  -0.18  2.58  -2.15  0.12
H  -2.51  2.11  -2.26  0.12
H  -2.71  1.82  -0.51  0.10
H  -1.43  -0.64  -1.18  0.10
H  -1.96  -0.05  -2.89  0.13
H  -3.68  -1.43  -2.19  0.12
H  -4.38  0.21  -1.80  0.14
H  -4.64  -3.04  -0.76  0.13
H  -4.88  -4.02  1.63  0.13
H  -4.08  -2.56  3.66  0.13
H  -3.05  -0.30  3.19  0.15
H  -2.86  0.50  0.99  0.16

=====

Here is an isolated ion of composition C10H15O3S and charge -1 at a distorted geometry from the OMol25 dataset. Energies are from ωB97M-V with the def2-TZVPD basis set.

Its lowest unoccupied orbital energy is 3.157 eV. The spin multiplicity is 1. As for the SMILES: C=C(C)C/C=C(C)\C(C)=C\S(=O)(=O)[O-]. For the relative energy (zero: lowest compared OMol25 entry of this formula, charge and spin), the calculation gives 213.5 kJ/mol. The charge is -1. For the HOMO-LUMO gap, the calculation gives 7.96 eV.

Last column: Löwdin charge in e.
Cartesian coordinates (Å):
C  -0.52  2.16  1.85  0.04
C  -1.51  1.68  1.04  -0.36
C  -2.51  2.57  0.38  -0.07
C  -1.53  0.21  0.78  -0.17
C  -0.43  -0.56  1.50  -0.09
C  0.55  -1.16  0.83  -0.27
C  1.66  -1.88  1.57  -0.04
C  0.70  -1.04  -0.61  -0.34
C  0.53  -2.30  -1.33  -0.04
C  1.27  0.01  -1.20  -0.06
S  1.46  0.16  -2.97  0.32
O  1.72  1.59  -3.06  -0.40
O  0.22  -0.17  -3.61  -0.36
O  2.57  -0.64  -3.38  -0.35
H  0.11  1.54  2.42  0.03
H  -0.43  3.27  1.87  0.07
H  -3.26  1.95  -0.10  0.07
H  -1.97  3.16  -0.30  0.05
H  -2.94  3.37  1.17  0.12
H  -1.39  -0.05  -0.31  0.14
H  -2.46  -0.25  1.12  0.11
H  -0.46  -0.50  2.52  0.08
H  2.53  -2.11  0.92  0.09
H  1.14  -2.78  1.82  0.07
H  2.02  -1.36  2.53  0.10
H  -0.47  -2.62  -1.24  0.07
H  1.16  -2.99  -0.97  0.04
H  0.68  -2.13  -2.46  0.10
H  1.57  0.88  -0.77  0.06